(1)
{
  "formula": "C2H2Cl3OP",
  "method": "ωB97M-V/def2-TZVPD",
  "mol_weight_g_mol": 179.37,
  "charge": 0,
  "relative_energy_ev": 3.090,
  "homo_lumo_gap_ev": 8.2,
  "symbols": ["C", "C", "O", "P", "Cl", "Cl", "Cl", "H", "H"],
  "coordinates": [[-0.6588, 0.2227, -0.1474], [0.4916, 1.0924, 0.1767], [0.9857, -2.0372, -0.2834], [-0.3286, -1.4443, -0.1170], [-2.2566, 0.8221, 0.0322], [1.2623, 0.5217, 1.6839], [1.6619, 0.9504, -1.1513], [-1.3919, -2.2721, -0.4974], [0.2344, 2.1445, 0.3038]],
  "atomic_forces_ev_per_a": [[-0.3, -2.0, 0.5], [0.4, 0.1, -0.1], [0.9, -0.6, 0.2], [-1.1, 1.5, -0.9], [-0.2, 0.1, -0.1], [0.2, 0.5, 0.4], [0.3, 0.4, -0.2], [-0.3, 0.3, 0.2], [0.0, -0.3, 0.0]],
  "mulliken_charge": [0.06, -0.06, -0.51, 0.42, -0.15, -0.13, -0.12, 0.13, 0.35]
}

=====

(2)
{
  "formula": "C6H5BrO2",
  "method": "ωB97M-V/def2-TZVPD",
  "mol_weight_g_mol": 189.01,
  "charge": 0,
  "relative_energy_ev": 2.830,
  "smiles": "C=C1OC(=O)C(C)=C1Br",
  "homo_lumo_gap_ev": [7.3, 7.9],
  "symbols": ["C", "C", "C", "C", "C", "C", "O", "O", "Br", "H", "H", "H", "H", "H"],
  "coordinates": [[0.7457, -0.7115, 0.0630], [-0.1561, 0.5734, -0.8654], [-1.2646, 0.8162, 0.0049], [-0.0319, -0.6528, 1.2907], [-2.3237, 1.6263, -0.2138], [2.1011, -1.1618, -0.1311], [0.0941, -1.3625, 2.2609], [-1.1391, 0.1980, 1.1994], [0.1301, 0.4214, -2.6619], [-2.9666, 1.8379, 0.5953], [-2.3898, 2.2203, -1.0663], [2.4116, -1.8593, 0.7059], [2.6559, -0.3050, -0.0882], [2.1334, -1.6406, -1.0933]],
  "atomic_forces_ev_per_a": [[-4.6, 5.6, -1.4], [3.2, -5.5, 3.5], [-0.1, 0.7, -1.4], [-0.3, -1.1, -0.1], [1.2, -0.7, 0.9], [-1.2, -2.9, 1.0], [0.1, 0.6, -0.1], [0.6, -0.6, 0.7], [-0.4, 0.7, -0.6], [-0.8, 0.0, 0.7], [-0.1, 0.6, -1.4], [-0.4, 0.7, -1.0], [2.1, 2.1, -0.2], [0.6, -0.3, -0.5]],
  "mulliken_charge": [0.40, -0.24, 0.91, 0.30, -1.03, -1.08, -0.56, -0.32, -0.05, 0.33, 0.33, 0.32, 0.34, 0.34]
}

=====

(3)
{
  "formula": "H7O4",
  "method": "ωB97M-V/def2-TZVPD",
  "mol_weight_g_mol": 71.05,
  "charge": -1,
  "relative_energy_ev": 0.213,
  "homo_lumo_gap_ev": 9.1,
  "symbols": ["O", "H", "O", "H", "H", "O", "H", "H", "O", "H", "H"],
  "coordinates": [[0.0326, 0.5042, 0.3518], [0.4847, 0.9890, -0.3314], [-1.3565, 2.6257, 0.9817], [-1.8821, 2.6915, 0.1875], [-0.6735, 1.9130, 0.7469], [0.0381, -1.3602, -2.0064], [0.4967, -1.9046, -1.3485], [-0.4359, -0.8115, -1.3831], [1.2888, -1.7758, 0.6712], [0.8238, -0.8875, 0.5244], [1.2469, -1.8296, 1.6306]],
  "atomic_forces_ev_per_a": [[-0.2, -0.2, 0.1], [0.6, 0.1, -0.5], [0.4, 0.4, 0.1], [-0.2, 0.0, -0.2], [-0.6, -0.5, 0.4], [0.2, -0.8, -0.1], [0.3, -0.1, -0.3], [-0.4, 1.0, 0.4], [0.0, -0.1, 0.2], [-0.1, 0.5, -0.1], [0.1, -0.2, -0.1]],
  "mulliken_charge": [-1.20, 0.22, -0.69, 0.25, 0.42, -0.70, 0.36, 0.35, -0.72, 0.44, 0.28]
}

=====

(4)
{
  "formula": "C3H8NSi",
  "method": "ωB97M-V/def2-TZVPD",
  "mol_weight_g_mol": 86.19,
  "charge": 1,
  "relative_energy_ev": 0.335,
  "smiles": "CC#[N+][SiH2]C",
  "homo_lumo_gap_ev": 12.4,
  "symbols": ["C", "C", "C", "N", "Si", "H", "H", "H", "H", "H", "H", "H", "H"],
  "coordinates": [[-0.0690, -0.9211, 1.3048], [0.3037, -2.0873, 1.9709], [0.1025, 1.1045, -1.8649], [-0.3715, -0.0044, 0.6777], [-0.7203, 1.6716, -0.2608], [-0.1423, -2.8727, 1.4468], [1.2864, -2.2034, 1.7591], [0.2170, -1.9334, 3.1414], [1.1159, 1.3323, -1.8321], [-0.3754, 0.1549, -2.1322], [-0.1328, 1.7238, -2.6591], [-2.1140, 1.9137, -0.4622], [-0.0348, 2.3894, 0.7554]],
  "atomic_forces_ev_per_a": [[-1.0, 2.5, -1.5], [-1.2, 1.0, 3.7], [-2.1, 0.3, 1.7], [-0.4, 0.0, 0.4], [1.2, -2.0, -1.2], [-1.3, -1.7, 0.0], [3.5, -0.4, -0.4], [-0.3, -0.8, -2.5], [2.3, -1.1, 0.3], [1.0, -0.2, 0.2], [-1.2, 1.6, -1.6], [-0.8, -0.1, 0.4], [0.4, 0.9, 0.4]],
  "mulliken_charge": [0.53, -0.87, -1.02, -0.09, 0.43, 0.32, 0.34, 0.32, 0.35, 0.32, 0.40, -0.01, -0.03]
}

=====

(5)
{
  "formula": "C14H13F5FeN5O4S",
  "method": "ωB97M-V/def2-TZVPD",
  "mol_weight_g_mol": 498.19,
  "s2": 6.009,
  "charge": -1,
  "spin_multiplicity": 5,
  "relative_energy_ev": 0.088,
  "homo_lumo_gap_ev": [7.1, 7.2],
  "symbols": ["Fe", "N", "C", "C", "O", "N", "C", "C", "O", "O", "H", "H", "H", "H", "H", "H", "C", "N", "C", "C", "O", "N", "C", "N", "H", "H", "H", "H", "H", "H", "H", "F", "C", "C", "F", "C", "F", "C", "S", "C", "F", "C", "F"],
  "coordinates": [[-1.0660, -0.1632, 0.9088], [-2.3644, 1.5888, 0.7499], [-3.7390, 1.0369, 0.7088], [-3.8605, -0.0815, 1.7632], [-4.8390, -0.0938, 2.5210], [-2.8241, -0.9104, 1.7024], [-2.6330, -1.8554, 2.7740], [-1.2485, -1.6758, 3.4088], [-0.9090, -2.3293, 4.3831], [-0.4915, -0.7955, 2.8155], [-2.1608, 2.1732, -0.0535], [-2.2483, 2.1622, 1.5789], [-4.5055, 1.7912, 0.8860], [-3.8812, 0.6040, -0.2816], [-3.3931, -1.7640, 3.5526], [-2.6692, -2.8866, 2.4058], [4.5402, 0.0725, 1.0988], [3.2292, 0.5958, 0.8277], [2.8861, 1.2515, -0.4128], [1.3694, 1.3951, -0.2702], [0.6526, 1.9519, -1.0756], [0.9828, 0.7965, 0.8959], [2.0814, 0.3442, 1.5079], [2.0265, -0.2689, 2.6805], [4.9267, -0.4439, 0.2172], [4.5075, -0.6516, 1.9100], [5.2429, 0.8629, 1.3755], [3.1213, 0.6336, -1.2840], [3.3595, 2.2290, -0.5250], [1.0559, -0.5812, 2.9678], [2.8370, -0.7407, 3.0367], [0.2306, 0.8643, -6.0409], [0.1178, 0.2755, -4.8399], [0.9830, -0.7364, -4.4695], [1.9477, -1.1266, -5.3195], [0.8575, -1.3372, -3.2310], [1.7417, -2.3014, -2.9292], [-0.1212, -0.9704, -2.3045], [-0.2365, -1.7553, -0.7523], [-0.9754, 0.0480, -2.7251], [-1.9532, 0.4739, -1.9131], [-0.8673, 0.6670, -3.9539], [-1.7107, 1.6512, -4.2952]],
  "atomic_forces_ev_per_a": [[0.3, -0.4, 0.2], [-0.1, 0.0, -0.1], [0.1, 0.0, 0.0], [0.0, 0.0, -0.1], [-0.1, 0.0, 0.0], [0.0, 0.3, 0.0], [0.0, 0.0, 0.0], [-0.1, 0.0, 0.0], [0.0, 0.0, 0.0], [0.0, 0.0, 0.0], [0.0, 0.0, 0.0], [0.0, 0.0, 0.0], [0.0, 0.0, 0.1], [-0.1, 0.0, 0.0], [0.0, 0.0, 0.0], [0.0, 0.0, 0.0], [0.0, 0.0, 0.0], [0.0, 0.0, 0.0], [0.0, 0.0, 0.0], [0.1, 0.0, 0.0], [0.0, 0.0, 0.0], [-0.3, 0.4, 0.0], [0.1, -0.2, 0.1], [0.0, 0.0, -0.2], [0.0, 0.0, 0.0], [0.0, 0.0, 0.0], [0.0, 0.0, 0.0], [0.0, 0.0, 0.0], [0.0, 0.0, 0.0], [0.0, 0.0, 0.0], [0.0, 0.0, 0.0], [0.0, 0.0, 0.0], [0.0, 0.0, 0.0], [0.0, 0.0, 0.0], [0.0, 0.0, 0.0], [0.0, 0.0, 0.0], [0.0, 0.0, 0.0], [0.1, 0.0, 0.0], [-0.1, -0.1, 0.0], [0.0, 0.0, -0.1], [0.0, 0.0, 0.0], [0.0, 0.0, 0.0], [0.0, 0.0, 0.0]],
  "mulliken_spin": [3.75, 0.04, -0.01, 0.00, 0.02, 0.05, 0.00, 0.01, 0.01, 0.06, 0.00, 0.00, 0.00, 0.00, 0.00, 0.00, 0.00, 0.00, 0.00, -0.03, 0.01, 0.04, 0.00, 0.00, 0.00, 0.00, 0.00, 0.00, 0.00, -0.01, 0.00, 0.00, 0.00, 0.00, 0.00, 0.00, 0.00, 0.02, 0.04, 0.00, 0.01, 0.00, 0.00]
}

=====

(6)
{
  "formula": "C37H65Cl20N2O6S2",
  "method": "ωB97M-V/def2-TZVPD",
  "mol_weight_g_mol": 1407.13,
  "charge": 1,
  "homo_lumo_gap_ev": 7.0,
  "symbols": ["C", "C", "C", "N", "C", "C", "S", "C", "C", "O", "O", "C", "C", "C", "O", "C", "O", "C", "S", "C", "C", "C", "O", "C", "C", "O", "N", "H", "H", "H", "H", "H", "H", "H", "H", "H", "H", "H", "H", "H", "H", "H", "H", "H", "H", "H", "H", "H", "H", "H", "H", "H", "Cl", "C", "C", "Cl", "H", "H", "H", "H", "Cl", "C", "C", "Cl", "H", "H", "H", "H", "Cl", "C", "C", "Cl", "H", "H", "H", "H", "Cl", "C", "C", "Cl", "H", "H", "H", "H", "Cl", "C", "C", "Cl", "H", "H", "H", "H", "Cl", "C", "C", "Cl", "H", "H", "H", "H", "Cl", "C", "C", "Cl", "H", "H", "H", "H", "Cl", "C", "C", "Cl", "H", "H", "H", "H", "Cl", "C", "C", "Cl", "H", "H", "H", "H", "Cl", "C", "C", "Cl", "H", "H", "H", "H"],
  "coordinates": [[-3.0884, -4.1943, -0.3735], [-2.7831, -2.8929, 0.3796], [-3.9797, -1.9815, 0.5343], [-3.9750, -0.9242, -0.4967], [-4.3396, 0.2884, -0.2407], [-4.3697, 1.2929, -1.1693], [-4.9232, 2.8462, -0.6702], [-4.4754, 4.0591, -1.9312], [-3.8927, 5.3380, -1.3680], [-4.3261, 6.3852, -1.7585], [-2.8954, 5.2977, -0.4673], [-1.7304, 4.5804, -0.8960], [-0.5156, 5.2901, -0.3862], [0.7122, 4.8463, -1.1545], [-0.2833, 4.9844, 0.9784], [-1.0063, 5.7007, 1.8782], [-1.1681, 6.8870, 1.8038], [-1.5396, 4.8855, 3.0217], [-3.3341, 4.7713, 3.0432], [-3.9522, 0.9664, -2.3985], [-3.5357, -0.3261, -2.5838], [-2.9984, -0.7057, -3.9370], [-1.9673, 0.2168, -4.2782], [-0.8043, -0.0078, -3.5685], [-0.5940, 0.7545, -2.3181], [0.0113, -0.7845, -3.9800], [-3.5488, -1.2769, -1.7018], [-2.4565, -4.2674, -1.2403], [-2.8493, -5.0409, 0.2376], [-4.1174, -4.2332, -0.6899], [-1.9862, -2.3972, -0.1406], [-2.3979, -3.1632, 1.3386], [-3.8972, -1.5139, 1.4954], [-4.8632, -2.5829, 0.4378], [-4.6679, 0.4922, 0.7539], [-5.3625, 4.3268, -2.4714], [-3.7923, 3.6919, -2.6739], [-1.7303, 3.6013, -0.4303], [-1.6839, 4.4345, -1.9604], [-0.5884, 6.3465, -0.5628], [0.4789, 4.6348, -2.1813], [1.1393, 3.9681, -0.7112], [1.4632, 5.6129, -1.1346], [-1.2742, 5.4135, 3.9124], [-1.0770, 3.9168, 2.9989], [-3.6360, 4.6875, 1.7489], [-3.9231, 1.6791, -3.1887], [-2.6406, -1.7194, -3.9426], [-3.7883, -0.5245, -4.6445], [-1.1860, 0.2789, -1.5488], [0.4227, 0.7080, -1.9950], [-0.9549, 1.7639, -2.3747], [-0.0075, -4.7965, 1.8216], [1.2735, -3.5648, 1.6505], [1.0526, -2.3853, 2.5550], [-0.3769, -1.4288, 2.0550], [1.3101, -3.2681, 0.6049], [2.2157, -4.0445, 1.9075], [1.9101, -1.7205, 2.5119], [0.9096, -2.6763, 3.5923], [0.6761, -1.6801, 5.7174], [-1.0454, -1.3549, 6.0448], [-1.4966, -1.9407, 7.3558], [-1.5211, -3.7204, 7.3157], [-1.6227, -1.7499, 5.2127], [-1.1637, -0.2730, 6.0634], [-2.5110, -1.6117, 7.5730], [-0.8503, -1.6311, 8.1719], [-2.2137, -4.3884, -3.5175], [-0.6831, -4.5346, -4.4369], [-0.5202, -5.8993, -5.0368], [-0.2712, -7.1342, -3.7719], [0.1338, -4.2985, -3.7610], [-0.7081, -3.7841, -5.2234], [0.3518, -5.9013, -5.6856], [-1.3853, -6.1903, -5.6257], [-6.8988, 3.2496, -3.8994], [-6.6962, 3.8201, -5.5829], [-5.6425, 3.0446, -6.3207], [-4.0029, 3.3631, -5.6839], [-6.4626, 4.8800, -5.5471], [-7.6570, 3.6956, -6.0769], [-5.6376, 3.3371, -7.3680], [-5.8207, 1.9745, -6.2624], [5.1112, -3.3685, 6.0490], [5.7050, -1.6892, 6.1631], [4.6004, -0.6864, 5.9827], [3.9699, -0.6809, 4.3106], [6.4860, -1.5582, 5.4196], [6.1433, -1.5713, 7.1512], [4.9705, 0.3154, 6.1807], [3.7684, -0.8816, 6.6524], [-1.4089, -9.0957, 0.3503], [-0.0858, -9.4220, -0.8000], [1.0885, -10.0949, -0.1427], [1.9308, -9.0120, 0.9955], [0.2015, -8.4778, -1.2533], [-0.4924, -10.0680, -1.5757], [1.8127, -10.3861, -0.9008], [0.7830, -10.9828, 0.4029], [-0.9947, -2.4403, -7.6944], [0.5585, -2.5826, -8.5666], [0.7677, -3.9604, -9.1346], [1.0269, -5.1899, -7.8651], [1.3540, -2.3081, -7.8802], [0.5329, -1.8559, -9.3754], [1.6552, -3.9661, -9.7634], [-0.0812, -4.2759, -9.7337], [5.0094, 0.5298, 8.9831], [5.5952, 2.2130, 8.9791], [4.4757, 3.1890, 8.7459], [3.8168, 3.0421, 7.0948], [6.3587, 2.2960, 8.2104], [6.0576, 2.4001, 9.9458], [4.8483, 4.2046, 8.8610], [3.6572, 3.0408, 9.4441], [3.1256, 2.1646, -0.7818], [3.8044, 3.0137, -2.2000], [5.3099, 3.0041, -2.1949], [5.9781, 4.0005, -0.8797], [3.4143, 4.0284, -2.2007], [3.4380, 2.5006, -3.0886], [5.6805, 3.4178, -3.1306], [5.7005, 1.9964, -2.0832], [6.8040, 2.5717, 4.4881], [6.2490, 3.8965, 3.4346], [7.2713, 4.9946, 3.3188], [7.4779, 5.8827, 4.8500], [5.3093, 4.2684, 3.8336], [6.0602, 3.4640, 2.4538], [6.9475, 5.7175, 2.5726], [8.2412, 4.6043, 3.0247]],
  "atomic_forces_ev_per_a": [[0.4, 0.5, 0.0], [-0.2, -1.0, -0.7], [1.2, -0.4, 0.1], [0.2, -0.7, -0.8], [-0.8, 0.2, 2.0], [-0.2, 1.7, -0.2], [-0.3, 0.5, 0.8], [0.1, -0.2, 0.3], [-0.6, 1.2, -0.4], [0.0, -0.4, 0.3], [0.0, -0.3, -0.2], [-0.1, -0.5, 1.1], [1.2, 0.2, -1.1], [0.0, -0.1, 0.3], [-0.7, -0.5, 0.2], [-0.2, 1.3, 0.4], [0.0, -0.4, -0.4], [0.4, -0.2, -0.9], [-0.6, 0.0, 0.6], [0.1, 0.3, -0.6], [0.5, -1.0, -1.7], [0.1, 0.7, 0.2], [0.0, 0.3, 0.3], [1.3, -0.8, -0.9], [-0.7, 0.1, 0.3], [-0.4, 0.1, 0.0], [-0.1, -0.7, 0.9], [0.0, -0.1, -0.1], [-0.1, -0.6, 0.4], [-0.4, -0.2, -0.2], [0.4, 0.5, 0.0], [0.1, 0.2, 0.7], [-0.4, 0.6, 0.4], [-0.7, 0.1, 0.0], [-0.1, 0.0, 0.7], [-0.3, 0.2, 0.0], [0.5, -0.5, -0.3], [-0.1, -0.5, 0.1], [-0.1, 0.3, -0.6], [-0.5, 0.7, 0.4], [-0.1, 0.0, -0.6], [0.2, -0.6, 0.2], [0.4, 0.4, 0.1], [0.1, 0.2, 0.7], [0.1, -0.5, 0.2], [0.4, 0.0, -0.3], [0.1, 0.3, -0.7], [0.0, -0.5, -0.1], [-0.2, -0.3, -0.5], [-0.2, -0.2, 0.4], [0.7, 0.0, 0.0], [-0.1, 0.6, -0.2], [0.0, 0.0, 0.0], [0.0, 0.0, -0.1], [0.2, -0.2, 0.0], [0.0, 0.2, 0.1], [0.0, 0.0, 0.0], [0.0, 0.0, 0.1], [0.0, 0.1, -0.1], [-0.1, -0.1, -0.3], [0.0, 0.1, 0.3], [-0.1, 0.1, -0.1], [-0.1, 0.0, 0.1], [0.0, 0.0, 0.0], [0.0, -0.1, 0.0], [0.0, 0.0, 0.1], [0.0, 0.0, 0.0], [0.1, 0.0, 0.0], [0.1, 0.0, -0.4], [0.1, 0.2, -0.1], [0.0, -0.1, 0.0], [0.0, -0.1, 0.0], [0.0, 0.0, 0.1], [0.0, 0.0, -0.1], [-0.1, -0.1, 0.3], [-0.1, 0.0, 0.0], [-0.2, -0.2, -0.2], [-0.1, 0.1, -0.1], [0.0, -0.1, -0.1], [0.0, -0.1, 0.1], [0.1, 0.0, 0.1], [0.0, -0.1, 0.0], [0.0, 0.1, 0.0], [0.0, 0.0, 0.0], [0.0, 0.0, 0.0], [0.1, 0.0, 0.0], [0.0, 0.1, 0.0], [0.0, 0.0, -0.1], [0.0, 0.0, -0.1], [0.0, 0.0, 0.0], [0.0, 0.0, -0.1], [-0.1, 0.0, 0.0], [0.0, 0.0, 0.0], [-0.1, 0.0, -0.1], [0.1, -0.1, 0.0], [0.0, 0.0, 0.0], [0.0, 0.1, 0.1], [0.0, -0.1, 0.0], [0.0, 0.0, 0.0], [0.0, 0.0, 0.1], [0.0, 0.0, 0.0], [0.1, 0.1, 0.0], [0.0, 0.0, -0.1], [0.0, 0.2, -0.3], [0.0, 0.0, 0.1], [0.0, 0.0, 0.0], [0.1, 0.0, 0.0], [-0.1, 0.0, 0.1], [0.0, -0.1, 0.2], [0.1, 0.1, 0.0], [0.0, 0.1, 0.0], [-0.1, 0.0, 0.0], [0.0, 0.0, -0.1], [-0.1, 0.0, 0.1], [0.0, 0.0, -0.1], [0.0, -0.1, 0.0], [0.0, -0.1, 0.0], [-0.1, 0.0, -0.1], [0.1, 0.0, -0.1], [0.0, 0.0, 0.1], [0.0, 0.0, 0.1], [0.0, -0.1, 0.0], [0.0, 0.1, 0.0], [0.0, 0.0, 0.1], [0.0, -0.1, 0.1], [-0.1, 0.0, -0.1], [0.0, 0.1, -0.1], [0.0, 0.0, 0.0], [0.0, 0.0, 0.1], [0.1, 0.0, 0.0], [-0.1, 0.0, 0.0], [0.0, 0.0, 0.1]],
  "mulliken_charge": [-0.97, -0.15, -0.77, 0.64, -0.29, 0.44, -0.16, 0.23, -0.10, -0.55, -0.29, -0.70, 0.38, -1.62, -0.38, 0.54, -0.53, -0.49, -0.17, -0.01, -0.44, -0.17, -0.34, 0.68, -0.47, -0.55, -0.45, -0.23, 0.42, 0.43, 0.30, 0.44, 0.30, 0.26, 0.58, 0.44, 0.14, 0.28, 0.67, 0.40, 0.47, 0.23, 0.44, 0.36, 0.33, 0.03, 0.55, -0.19, 0.38, 0.07, 0.48, 0.04, -0.21, -0.62, -0.12, -0.14, 0.31, 0.44, 0.16, 0.11, -0.10, -0.49, -0.41, -0.18, 0.26, 0.31, 0.32, 0.31, -0.23, 0.03, -0.24, -0.16, 0.33, -0.17, 0.00, 0.41, -0.16, -0.46, -0.48, -0.16, 0.33, 0.36, 0.40, 0.27, -0.21, -0.33, -0.20, -0.15, 0.32, 0.28, -0.07, 0.35, -0.19, -0.27, -0.44, -0.18, 0.11, 0.34, 0.30, 0.33, -0.17, -0.52, -0.44, -0.19, 0.30, 0.37, 0.33, 0.32, -0.17, -0.48, -0.46, -0.15, 0.27, 0.38, 0.30, 0.32, -0.16, -0.41, -0.55, -0.16, 0.30, 0.32, 0.37, 0.32, -0.17, -0.27, -0.41, -0.19, 0.31, 0.13, 0.28, 0.33]
}